(1)
Density functional theory data (wB97M-V/def2-TZVPD) for an isolated ion of composition C4H9N2 and charge +1.

Atoms and positions in Å:
C -0.478 -1.102 0.359
C -1.606 -0.498 -0.550
C -0.558 1.514 0.531
C 0.355 0.049 -0.012
N -0.717 0.792 -0.756
N 1.878 0.175 -0.348
H -0.857 -1.365 1.332
H -0.119 -2.048 0.081
H -1.540 -0.959 -1.516
H -2.501 -0.361 -0.055
H -1.255 1.385 1.336
H 0.228 2.220 0.399
H 1.986 0.401 -1.381
H 2.226 -0.822 -0.317
H 2.506 0.516 0.376

- Charge: +1
- ΔE to the lowest compared entry with this formula, charge and spin: 118.36 kcal per mole
- LUMO: -3.90 eV
- HOMO energy: -12.96 eV
- Structure (SMILES): [NH3+][C@]12CCN1C2

=====

(2)
Density functional theory data (wB97M-V/def2-TZVPD) for an isolated ion of composition C4H9N2 and charge +1.

Atoms and positions in Å:
C 2.043 -1.449 -0.249
C -0.261 -0.832 -0.252
C 0.565 0.201 0.429
C 0.248 1.655 -0.022
N 1.854 -0.282 0.068
N -1.819 -0.702 0.130
H 2.829 -2.185 -0.470
H -0.419 -0.693 -1.304
H 0.601 0.149 1.577
H 1.261 2.345 -0.097
H -0.359 2.189 0.731
H -0.231 1.695 -1.047
H -2.207 -1.528 -0.249
H -2.327 0.020 -0.440
H -1.779 -0.581 1.195

- Charge: +1
- ΔE to the lowest compared entry with this formula, charge and spin: 139.93 kcal per mole
- LUMO (spin up / spin down): -5.12 / -4.70 eV
- HOMO energy (spin up / spin down): -12.41 / -13.05 eV

=====

(3)
Density functional theory data (wB97M-V/def2-TZVPD) for a 2-piece molecular cluster, C4H9N2 overall.

Atoms and positions in Å:
C -0.096 -1.397 -2.946
N 0.580 -0.933 -1.980
H -1.175 -1.248 -2.984
H 0.336 -1.952 -3.777
H 1.567 -1.140 -2.141
C 0.566 0.778 1.679
C 0.712 0.458 2.948
C -0.975 0.779 -0.180
N -0.713 0.616 1.057
H 1.297 1.252 1.042
H -0.099 0.057 3.544
H 1.667 0.615 3.427
H -2.006 0.706 -0.503
H -0.165 0.988 -0.865
H -1.495 0.422 1.680

- Charge: +1
- ΔE to the lowest compared entry with this formula, charge and spin: 61.85 kcal per mole
- LUMO: -4.89 eV
- HOMO energy: -14.13 eV

=====

Energy values, unit Ha, following the record order: -266.91067; -266.87629; -267.00071.